79
Properties=species:S:1:pos:R:3:forces:R:3 method="wB97M-V/def2-TZVPD" total_charge=+1 homo_ev="-8.87 / -8.87" total_energy_ha=-3687.1095 s_squared=3.771 multiplicity=4
Re -0.3876 0.3192 -0.0187 -0.1 0.5 0.7
S -2.6147 1.2759 0.5072 -0.2 -0.5 -0.3
C -2.0358 2.3797 1.6118 0.1 0.5 0.4
N -1.5989 3.1190 2.3854 0.1 -0.1 0.0
C 2.6189 2.6218 2.7266 -0.3 0.1 0.0
S 1.1665 1.5605 2.7713 0.8 -0.3 0.8
C 1.9911 -0.0103 3.1423 -0.1 0.2 -0.1
O 0.8289 1.4755 1.2684 -1.1 -1.0 -1.8
H 3.1564 2.5063 3.6666 -0.1 -0.1 0.1
H 2.2846 3.6513 2.6184 -0.1 0.0 0.0
H 3.2350 2.3205 1.8830 0.0 -0.1 0.0
H 2.0578 -0.1042 4.2249 0.0 0.1 0.0
H 2.9781 -0.0450 2.6913 0.0 0.0 -0.1
H 1.3690 -0.8065 2.7354 -0.1 0.0 0.0
O -2.8874 8.6681 -3.6711 -0.1 0.2 0.2
S -4.0231 7.7887 -3.4444 1.1 -0.7 -0.7
O -4.1927 7.3275 -2.0878 0.0 -0.2 0.3
O -5.2263 8.1031 -4.1596 -0.2 0.0 -0.1
C -3.2659 6.3112 -4.3387 -1.2 1.7 1.0
N -3.5255 6.1848 -5.6359 0.4 -0.8 -0.6
C -2.8647 5.2172 -6.2672 -0.2 0.4 0.4
C -1.9736 4.3815 -5.6010 0.3 -0.4 0.0
C -1.8308 4.5669 -4.2289 -0.5 0.7 -0.6
N -2.4654 5.5638 -3.6065 0.4 -0.8 0.0
C -1.1031 3.6768 -3.3249 0.1 -0.2 0.1
C -0.5817 2.4365 -3.7115 0.1 0.0 0.2
C -0.1416 1.5645 -2.7476 0.0 -0.1 -0.3
N -0.1708 1.8533 -1.4289 0.1 -0.1 -0.1
C -0.4979 3.1180 -1.0776 -0.1 0.3 0.1
C -0.9875 4.0301 -1.9746 0.2 -0.1 0.1
H -3.0831 5.1017 -7.3222 0.2 0.0 0.0
H -1.4260 3.6261 -6.1501 -0.1 -0.1 0.0
H -0.5571 2.1237 -4.7448 0.0 0.0 0.0
H 0.2387 0.5909 -3.0304 0.0 0.0 0.1
H -0.3885 3.3773 -0.0336 -0.1 -0.1 0.0
H -1.3377 4.9995 -1.6432 0.0 0.0 -0.1
F 1.1712 -1.2966 -1.8308 0.0 0.1 -0.1
C 1.4364 -0.6747 -0.6106 0.3 -0.6 -0.3
F 1.7715 -1.7028 0.2289 0.0 0.1 0.1
C 2.7521 0.1128 -0.8333 0.3 0.5 -0.2
F 3.3781 0.3061 0.3387 -0.1 -0.1 0.1
F 2.5167 1.3207 -1.3603 -0.1 -0.1 0.0
F 3.5824 -0.5236 -1.6454 -0.1 -0.2 0.1
C -1.8230 -0.3277 3.3512 -0.1 -0.1 -0.1
C -1.6475 -1.4064 2.3453 -0.1 -0.1 0.3
N -0.8923 -1.3826 1.2406 0.1 0.3 -0.1
C -0.9762 -2.6478 0.6787 0.0 -0.4 0.1
C -1.7963 -3.4120 1.4307 0.1 0.0 -0.2
N -2.2100 -2.6189 2.4783 0.3 0.3 -0.3
C -3.1997 -3.0116 3.4837 -0.4 -0.1 0.3
N -3.1405 -4.4031 3.7487 0.4 0.0 0.2
N -4.1362 -5.2421 3.3425 -0.2 0.1 -0.2
N -3.8933 -6.4112 3.7566 -0.2 -0.3 0.0
C -2.7097 -6.4130 4.4659 0.3 0.6 0.0
C -2.0217 -7.4361 5.1185 -0.1 0.0 0.0
C -0.8302 -7.1024 5.7232 -0.1 -0.2 0.0
C -0.3268 -5.7916 5.6977 0.0 0.1 0.0
C -1.0015 -4.7644 5.0729 0.0 0.1 0.0
C -2.2044 -5.1036 4.4615 -0.2 -0.5 0.0
H -1.2288 0.5435 3.0974 -0.1 0.0 0.0
H -1.5156 -0.6814 4.3375 0.0 0.0 0.0
H -2.8676 -0.0204 3.4137 0.0 0.1 0.0
H -0.4259 -2.9358 -0.1976 0.0 0.1 0.0
H -2.1187 -4.4324 1.3227 0.0 0.0 0.0
H -4.2054 -2.7949 3.1194 0.1 0.0 0.0
H -3.0180 -2.4490 4.4003 0.1 0.1 -0.1
H -2.4218 -8.4395 5.1484 0.0 0.0 0.0
H -0.2639 -7.8655 6.2385 0.0 0.0 0.0
H 0.6193 -5.5872 6.1801 0.0 0.0 0.0
H -0.6136 -3.7537 5.0500 0.0 0.0 0.1
C -3.1360 -1.6601 -3.1793 0.3 0.0 0.2
C -2.7588 -0.5731 -2.1986 -0.7 0.2 -0.4
O -1.5038 -0.9133 -1.5392 0.9 0.7 0.8
H -4.0885 -1.4133 -3.6436 0.0 0.0 0.0
H -3.2317 -2.6206 -2.6730 -0.1 0.0 0.0
H -2.3867 -1.7520 -3.9687 0.0 0.0 -0.1
H -3.5023 -0.4812 -1.4085 0.1 0.0 0.0
H -2.6577 0.3922 -2.6999 0.1 0.0 0.1
H -0.9098 -1.3321 -2.1819 0.1 0.0 0.1